1.
Formula: C9H19INOPt
Source: OMol25
Level of theory: ωB97M-V/def2-TZVPD

For the total energy, the calculation gives -24514.7800 eV. As for the total charge: +1. For the lowest unoccupied orbital energy (spin up / spin down), the calculation gives -4.7 / -6.5 eV. The value obtained for the HOMO-LUMO gap (spin up / spin down) is 0.2750 / 0.2048 Eh. As for the HOMO energy (spin up / spin down): -12.18 / -12.06 eV. The spin multiplicity is 3.

Element x y z (Å)
Pt1 -1.6032 1.4052 14.1139
I1 -1.9861 2.3057 16.6753
C1 -0.5377 4.2971 20.3244
C2 -0.6009 5.8096 20.2235
C3 0.6262 6.5891 20.7872
C4 1.7118 6.8102 19.7458
C5 1.0714 7.6147 18.6299
C6 -0.0008 6.7696 17.9025
N1 -0.9904 6.2801 18.8728
O1 -1.9965 5.5646 18.3146
C7 -0.7283 7.6806 16.9082
C8 0.6187 5.5859 17.1625
C9 -1.8010 6.2411 21.1492
H1 -0.2458 3.9011 21.2956
H2 -1.3170 3.7798 19.7836
H3 0.4182 4.0081 19.8409
H4 0.3070 7.5235 21.2387
H5 0.9607 5.9134 21.5781
H6 2.5782 7.2324 20.2597
H7 2.1486 5.9134 19.2963
H8 1.8348 7.7881 17.8682
H9 0.6786 8.5890 18.9194
H10 -1.2472 7.1154 16.1338
H11 0.0031 8.2475 16.3271
H12 -1.3921 8.3913 17.3951
H13 0.8521 4.7339 17.7938
H14 1.5298 5.8698 16.6245
H15 0.0352 5.3460 16.2685
H16 -2.6982 5.6825 20.8868
H17 -1.5781 6.0008 22.1894
H18 -1.9976 7.3134 21.1429
H19 -1.5520 4.7646 17.9430

***

2.
Formula: C31H57BrIN10O3S
Source: OMol25
Level of theory: ωB97M-V/def2-TZVPD

For the total energy, the calculation gives -143079.6199 eV. As for the total charge: +1. For the lowest unoccupied orbital energy, the calculation gives -2.5 eV. The value obtained for the HOMO-LUMO gap is 0.3156 Eh. As for the HOMO energy: -11.12 eV.

Element x y z (Å)
C1 5.6279 2.5847 1.0391
C2 4.0455 2.6295 0.8514
C3 3.6976 2.5758 -0.7066
O1 2.2818 2.8136 -0.8897
C4 1.6104 1.6801 -1.4709
C5 0.9177 0.8285 -0.2871
C6 1.6373 -0.5595 -0.0409
N1 3.1025 -0.5337 -0.3330
N2 1.0526 -1.6292 -0.8616
Br1 1.7402 -1.7208 -2.5945
C7 -0.4096 -1.8135 -0.7416
S1 -1.0789 -2.0925 -2.4832
C8 -1.2315 -0.5337 -0.0936
I1 -1.3035 -0.9789 2.0376
O2 -2.4542 -0.5443 -0.8061
C9 -3.6327 -1.0207 -0.1664
C10 -3.7476 -2.6273 -0.0108
C11 -4.3089 -3.0078 1.4530
N3 -0.5820 0.7856 -0.4360
C12 -1.1192 1.9958 0.2593
C13 -2.5432 2.5101 -0.2096
C14 -2.9626 3.7154 0.7833
C15 -4.5234 3.5498 1.1120
C16 -4.7741 2.6897 2.4285
O3 -4.0736 3.2059 3.5661
C17 -3.9425 2.2275 4.6113
H1 5.8181 2.3934 2.1449
H2 6.0711 3.5794 0.7586
H3 6.1267 1.7570 0.4395
H4 3.4875 1.8050 1.3836
H5 3.6373 3.6090 1.2371
H6 4.2359 3.4572 -1.1883
H7 4.1019 1.6548 -1.2098
H8 2.2664 1.0530 -2.1318
H9 0.8193 2.1376 -2.1607
H10 1.1186 1.4531 0.6441
H11 1.5651 -0.8787 1.0521
H12 3.4619 -1.5117 -0.3092
H13 3.5072 -0.1189 0.5236
H14 -0.6047 -2.7135 -0.0768
H15 -2.3401 -2.6567 -2.4268
H16 -3.9545 -0.4765 0.7814
H17 -4.4863 -0.7836 -0.8885
H18 -4.5336 -3.0284 -0.7283
H19 -2.7927 -3.1613 -0.2665
H20 -4.9844 -3.9003 1.3347
H21 -3.4221 -3.3552 2.0727
H22 -4.8015 -2.1361 1.9614
H23 -0.7801 0.9202 -1.4496
H24 -0.4028 2.8446 -0.0036
H25 -1.1211 1.9586 1.3824
H26 -2.4930 2.9092 -1.2608
H27 -3.3671 1.7388 -0.0872
H28 -2.8584 4.7219 0.2900
H29 -2.3891 3.6606 1.7561
H30 -5.0708 2.9975 0.2831
H31 -5.0525 4.5464 1.2207
H32 -4.6008 1.5759 2.2478
H33 -5.8911 2.7842 2.6435
H34 -4.4977 2.5296 5.5554
H35 -2.8397 2.1554 4.8741
H36 -4.2802 1.1947 4.3190
C18 2.1933 4.8198 3.8591
C19 3.3536 3.9776 4.2680
N4 4.2575 3.3216 4.5853
H37 1.4016 4.1880 3.4556
H38 1.8098 5.3651 4.7215
H39 2.5047 5.5330 3.0955
C20 5.2980 -5.0326 -0.5318
C21 5.2031 -3.5471 -0.4622
N5 5.1299 -2.3876 -0.4102
H40 5.8177 -5.3270 -1.4436
H41 5.8490 -5.4080 0.3309
H42 4.2977 -5.4677 -0.5355
C22 -3.9265 -4.5974 -5.4023
C23 -3.6997 -4.8876 -3.9481
N6 -3.5350 -5.1241 -2.8159
H43 -4.8206 -5.1202 -5.7435
H44 -4.0595 -3.5264 -5.5538
H45 -3.0713 -4.9348 -5.9867
C24 0.1935 -5.8022 -2.9121
C25 1.5000 -6.2376 -2.3403
N7 2.5174 -6.5744 -1.8924
H46 -0.1041 -6.4776 -3.7144
H47 -0.5731 -5.8103 -2.1367
H48 0.2855 -4.7916 -3.3128
C26 8.6544 5.8835 -0.6974
C27 7.3385 5.3558 -1.1576
N8 6.3137 4.9445 -1.5164
H49 8.5296 6.4168 0.2452
H50 9.3526 5.0592 -0.5515
H51 9.0598 6.5672 -1.4434
C28 0.9130 -1.9634 -6.7996
C29 -0.1590 -2.6707 -6.0427
N9 -0.9939 -3.2222 -5.4529
H52 0.5868 -0.9525 -7.0448
H53 1.8188 -1.9097 -6.1953
H54 1.1308 -2.5018 -7.7221
C30 -5.4728 -1.4940 6.8749
C31 -5.0250 -1.3736 5.4585
N10 -4.6759 -1.2800 4.3545
H55 -5.3791 -2.5286 7.2053
H56 -4.8579 -0.8584 7.5123
H57 -6.5146 -1.1848 6.9606

***

3.
Formula: C4H5O2
Source: OMol25
Level of theory: ωB97M-V/def2-TZVPD

For the total energy, the calculation gives -8310.9609 eV. As for the total charge: +1. For the lowest unoccupied orbital energy (spin up / spin down), the calculation gives -4.8 / -8.0 eV. The value obtained for the HOMO-LUMO gap (spin up / spin down) is 0.2753 / 0.3300 Eh. As for the HOMO energy (spin up / spin down): -12.26 / -17.00 eV. The spin multiplicity is 3.

Element x y z (Å)
C1 -0.3676 1.0505 0.9341
C2 -1.4690 0.3516 0.2496
C3 0.0667 -1.0837 -0.6048
C4 1.2253 -0.2433 -0.3017
O1 0.8393 0.5633 0.8714
O2 -1.0806 -0.7917 -0.4256
H1 -0.6202 1.8806 1.5671
H2 -2.4244 0.4777 0.0353
H3 0.2908 -1.9710 -1.1783
H4 2.1165 -0.7871 -0.0278
H5 1.4233 0.5529 -1.1193

***

4.
Formula: C6H7N
Source: OMol25
Level of theory: ωB97M-V/def2-TZVPD

For the total energy, the calculation gives -7819.7489 eV. As for the total charge: 0. For the lowest unoccupied orbital energy, the calculation gives 0.2 eV. The value obtained for the HOMO-LUMO gap is 0.3694 Eh. As for the HOMO energy: -9.89 eV.

Element x y z (Å)
C1 2.0777 -0.9035 0.1283
C2 1.0079 -1.6003 0.1657
C3 2.4285 0.4430 0.0460
C4 0.3837 -0.1171 -0.0354
C5 -0.5074 -0.1829 -1.3289
C6 -0.3108 0.0608 1.2827
N1 1.3406 1.0307 -0.2312
H1 3.3686 0.9493 0.1409
H2 -1.5807 -0.5759 -1.1923
H3 -0.0243 -0.8139 -2.0455
H4 -0.4257 0.8245 -1.6730
H5 -0.8691 0.9318 1.2233
H6 0.3937 0.3967 2.0269
H7 -0.8733 -0.7395 1.7011

***

5.
Formula: C37H51BCl3FeI2N8OSi
Source: OMol25
Level of theory: ωB97M-V/def2-TZVPD

For the total energy, the calculation gives -149884.4253 eV. As for the total charge: -1. For the lowest unoccupied orbital energy (spin up / spin down), the calculation gives 1.3 / 2.1 eV. The value obtained for the HOMO-LUMO gap (spin up / spin down) is 0.1814 / 0.2752 Eh. As for the HOMO energy (spin up / spin down): -3.59 / -5.42 eV. The spin multiplicity is 5.

Element x y z (Å)
Fe1 0.0263 0.0722 -0.7052
C1 -2.4141 4.9115 1.5419
C2 -2.6968 3.4652 1.3075
C3 -3.9136 2.8465 1.1464
C4 -3.6048 1.4887 0.9292
N1 -2.2890 1.3056 0.9440
N2 -1.7366 2.5233 1.1862
B1 -0.2242 2.7943 1.2827
N3 0.3300 2.9238 -0.1878
N4 -0.2196 2.2387 -1.2476
C5 0.0185 2.9700 -2.3337
C6 0.7462 4.1165 -1.9983
C7 0.8959 4.0570 -0.6330
C8 1.4854 5.1072 0.2486
C9 -0.6254 2.7430 -3.6838
C10 -1.4181 1.4423 -3.7436
C11 -1.6028 3.9115 -3.9056
C12 0.4312 2.7609 -4.7929
N5 0.5095 1.8551 2.2862
N6 -0.0097 0.6755 2.7333
C13 0.5495 0.4433 3.9124
C14 1.4901 1.4459 4.2219
C15 1.4199 2.3229 3.1689
C16 2.1720 3.6012 2.9950
C17 -0.0006 -0.5867 4.8737
C18 -0.9823 0.1600 5.7938
C19 1.1179 -1.1930 5.7248
C20 -0.7730 -1.6888 4.1555
C21 -4.6144 0.3840 0.7080
C22 -5.8580 0.6595 1.5638
C23 -5.0201 0.3593 -0.7715
C24 -4.0554 -0.9739 1.1189
H1 -3.3509 5.4672 1.5070
H2 -1.7451 5.3166 0.7811
H3 -1.9480 5.0810 2.5136
H4 -4.8799 3.3191 1.1824
H5 -0.0741 3.8956 1.7359
H6 1.0786 4.9088 -2.6468
H7 1.9883 5.8460 -0.3744
H8 2.2143 4.6983 0.9500
H9 0.7105 5.6118 0.8284
H10 -2.1189 1.3707 -2.9114
H11 -0.7706 0.5660 -3.7136
H12 -1.9814 1.4067 -4.6787
H13 -2.3621 3.9249 -3.1214
H14 -2.1024 3.7962 -4.8702
H15 -1.0877 4.8722 -3.8958
H16 1.1730 1.9801 -4.6354
H17 0.9488 3.7204 -4.8344
H18 -0.0456 2.5905 -5.7607
H19 2.1150 1.5430 5.0941
H20 2.7799 3.7762 3.8819
H21 1.4986 4.4488 2.8599
H22 2.8428 3.5623 2.1304
H23 -0.4859 0.9913 6.2964
H24 -1.3854 -0.5165 6.5518
H25 -1.8096 0.5636 5.2083
H26 1.5408 -0.4551 6.4086
H27 1.9284 -1.5693 5.0987
H28 0.7313 -2.0209 6.3233
H29 -1.3792 -1.2640 3.3613
H30 -1.4273 -2.2087 4.8593
H31 -0.1013 -2.4353 3.7274
H32 -6.3627 1.5782 1.2601
H33 -5.5896 0.7526 2.6178
H34 -6.5687 -0.1635 1.4597
H35 -5.4764 1.3082 -1.0615
H36 -5.7392 -0.4424 -0.9592
H37 -4.1460 0.1931 -1.4011
H38 -3.6811 -0.9332 2.1383
H39 -3.2453 -1.2882 0.4715
H40 -4.8496 -1.7249 1.0746
I1 5.9460 -0.8359 4.2350
C25 4.6177 -0.4862 2.6600
C26 4.8761 0.5198 1.7467
C27 3.9568 0.7550 0.7406
I2 4.4204 2.2553 -0.6328
C28 2.7441 0.0423 0.6194
O1 1.8506 0.4160 -0.2676
C29 2.5634 -1.0259 1.5146
C30 1.4907 -2.0766 1.3995
N7 0.3582 -1.8541 0.4960
C31 0.1075 -3.0749 -0.2885
C32 1.3398 -3.4775 -1.0504
C33 1.8376 -4.7430 -0.9759
C34 3.0599 -5.1128 -1.5657
C35 3.8151 -4.0697 -2.1433
C36 3.3200 -2.8112 -2.2205
N8 2.0341 -2.4809 -1.7612
C37 3.4857 -1.2622 2.5243
H41 5.7721 1.1194 1.8137
H42 2.0094 -2.9714 1.0409
H43 1.1348 -2.3277 2.4010
H44 -0.4651 -1.5961 1.0335
H45 -0.7425 -2.8852 -0.9481
H46 -0.1534 -3.9216 0.3585
H47 1.2720 -5.4634 -0.3980
H48 3.4291 -6.1248 -1.5144
H49 4.8137 -4.2458 -2.5204
H50 3.8871 -2.0016 -2.6469
H51 3.3060 -2.0806 3.2112
Cl1 2.6089 0.1822 -3.2643
Si1 1.2117 -1.0427 -2.3671
Cl2 0.2623 -1.8325 -4.0664
Cl3 -1.7078 -0.8698 -1.6050

***

6.
Formula: C16H29F6N3O7PS
Source: OMol25
Level of theory: ωB97M-V/def2-TZVPD

For the total energy, the calculation gives -72286.4219 eV. As for the total charge: +1. For the lowest unoccupied orbital energy, the calculation gives -4.6 eV. The value obtained for the HOMO-LUMO gap is 0.2552 Eh. As for the HOMO energy: -11.51 eV.

Element x y z (Å)
C1 5.0976 1.9917 -2.5562
C2 5.4341 0.6215 -3.1231
O1 4.2697 -0.0760 -3.5303
C3 3.7410 -0.8585 -2.5061
C4 2.6350 -1.7027 -3.0619
O2 1.5521 -0.9435 -3.5887
C5 0.8148 -0.3240 -2.6054
N1 -0.3736 0.2022 -3.3515
P1 -1.5371 -1.2233 -3.6986
S1 -1.5441 -1.6380 -5.5680
C6 -1.1017 1.3367 -2.6931
O3 -1.9912 1.8818 -3.3080
C7 -0.7595 1.7665 -1.2411
F1 -0.4920 0.7051 -0.4707
F2 -1.8514 2.3537 -0.7685
C8 0.4204 2.7846 -1.1243
F3 1.5842 2.1338 -1.0495
F4 0.2531 3.4222 0.0400
C9 0.4639 3.8887 -2.2169
F5 -0.7477 4.4172 -2.4035
F6 1.2638 4.8540 -1.7313
C10 1.0545 3.4251 -3.5460
O4 1.3832 2.2815 -3.7552
O5 1.1564 4.4174 -4.4139
H1 4.6345 2.5670 -3.3414
H2 6.0138 2.4586 -2.2205
H3 4.4310 1.9071 -1.7105
H4 6.0847 0.7534 -3.9740
H5 6.0046 0.0556 -2.3920
H6 3.3841 -0.2309 -1.6854
H7 4.4648 -1.5401 -2.0611
H8 3.0362 -2.2758 -3.8824
H9 2.3010 -2.4255 -2.3228
H10 1.3819 0.4700 -2.1361
H11 0.5134 -1.0289 -1.8328
H12 -0.0691 0.5095 -4.2835
H13 -1.0081 -2.2892 -2.9588
H14 -2.7892 -0.8099 -3.2189
H15 1.0311 4.0634 -5.3010
C11 -1.4077 -1.4706 2.2758
C12 -2.1293 -2.1508 1.1436
O6 -1.5373 -2.6452 0.1871
N2 -3.4824 -2.2125 1.2149
C13 -4.3468 -1.6942 2.2610
H16 -0.3398 -1.5005 2.0852
H17 -1.7229 -0.4277 2.3522
H18 -1.6012 -1.9822 3.2210
H19 -3.9095 -2.6890 0.4369
H20 -4.9197 -2.5105 2.7039
H21 -5.0447 -0.9690 1.8407
H22 -3.7647 -1.2099 3.0374
C14 -0.7072 -1.0475 7.2568
C15 -1.4517 -1.7288 6.1357
O7 -0.8712 -2.2097 5.1719
N3 -2.8049 -1.7949 6.2331
C16 -3.6569 -1.2831 7.2943
H23 0.3548 -1.0762 7.0371
H24 -1.0192 -0.0067 7.3481
H25 -0.8837 -1.5615 8.2017
H26 -3.2427 -2.2705 5.4611
H27 -4.2188 -2.1025 7.7436
H28 -4.3635 -0.5596 6.8852
H29 -3.0689 -0.7990 8.0648

***

Number 6 is which compound?
C16H29F6N3O7PS